# 1
Here is C5H8O2 as an isolated structure from the Open Molecules 2025 dataset. Energies are from wB97M-V/def2-TZVPD.

Atoms and positions in Å:
C: -1.000 -1.028 -0.242
C: 0.341 -0.918 -0.663
C: -1.799 0.190 -0.463
C: 0.471 0.921 0.053
C: 1.409 1.064 1.030
O: -1.037 0.890 0.551
O: 1.233 -1.868 -0.193
H: 1.657 -1.507 0.606
H: -1.280 -1.693 0.566
H: 0.500 -0.705 -1.724
H: -1.686 0.643 -1.452
H: -2.843 0.105 -0.162
H: 0.497 1.602 -0.791
H: 1.355 0.490 1.947
H: 2.181 1.815 0.936

lowest unoccupied orbital energy (alpha / beta): -0.421 / -0.397 eV
HOMO (alpha / beta): -7.871 / -7.876 eV
electronic energy: -9404.512 eV

Results of the natural (NBO) charge analysis, in e, for atoms 1 through 8:
1. C -0.08
2. C 0.03
3. C -0.15
4. C 0.06
5. C -0.50
6. O -0.55
7. O -0.71
8. H 0.48

***

# 2
Here is one molecule with the formula C5H8O2 from the Open Molecules 2025 dataset. Energies are from wB97M-V/def2-TZVPD.

Atoms and positions in Å:
C: 0.250 -1.519 -0.578
C: -0.053 -0.376 0.317
O: -0.623 -0.777 1.534
C: 0.998 0.729 0.628
C: 0.107 1.761 -0.057
O: -0.054 1.306 -1.413
C: -0.862 0.724 -0.414
H: 0.851 -1.269 -1.450
H: 0.650 -2.400 -0.072
H: -0.862 -1.814 -1.039
H: -1.565 -0.948 1.407
H: 1.093 0.865 1.706
H: 1.972 0.586 0.159
H: -0.009 2.822 0.135
H: -1.893 0.308 -0.863

lowest unoccupied orbital energy: 0.921 eV
HOMO: -9.595 eV
electronic energy: -9406.557 eV
SMILES string: C[C@@]1(O)C[C@H]2O[C@H]21

Results of the natural (NBO) charge analysis, in e, for atoms 1 through 8:
1. C -0.62
2. C 0.20
3. O -0.71
4. C -0.43
5. C 0.07
6. O -0.50
7. C 0.02
8. H 0.23

***

Energy relative to the best compared isomer or geometry (same formula, charge and spin)
In order: 122.69 75.53
Unit: kcal per mole